Entry 1:
C52H62N5O7S3SiTi | ωB97M-V/def2-TZVPD

## Properties
* LUMO: -2.7 eV
* total charge: +1
* highest occupied orbital energy: -10.376 eV

Element x y z (Å)
Ti  -0.129  -0.341  0.960
C  -2.918  -2.021  -1.175
N  -2.033  -2.604  -0.174
C  -2.680  -2.655  1.123
C  -3.124  -1.308  1.577
C  -4.335  -1.171  2.230
C  -4.756  0.083  2.632
C  -3.960  1.174  2.307
C  -2.775  0.952  1.631
N  -2.337  -0.278  1.304
C  -1.707  -3.973  -0.552
C  -0.609  -4.188  -1.568
C  -0.627  -5.370  -2.308
C  0.444  -5.670  -3.129
C  1.502  -4.772  -3.199
C  1.415  -3.610  -2.451
N  0.393  -3.316  -1.648
C  -2.130  -1.448  -2.329
C  -2.492  -1.680  -3.649
C  -1.765  -1.067  -4.659
C  -0.711  -0.236  -4.308
C  -0.429  -0.062  -2.961
N  -1.112  -0.653  -1.987
H  -3.484  -1.194  -0.741
H  -3.646  -2.761  -1.538
H  -1.982  -3.078  1.852
H  -3.563  -3.313  1.109
H  -4.942  -2.046  2.413
H  -5.686  0.208  3.173
H  -4.254  2.178  2.572
H  -2.161  1.781  1.328
H  -2.608  -4.490  -0.917
H  -1.393  -4.508  0.350
H  -1.466  -6.051  -2.223
H  0.460  -6.590  -3.700
H  2.372  -4.972  -3.809
H  2.217  -2.876  -2.486
H  -3.332  -2.323  -3.878
H  -2.028  -1.222  -5.698
H  -0.132  0.285  -5.060
H  0.363  0.614  -2.645
C  -0.544  4.278  2.389
C  -1.261  4.662  1.103
C  -0.530  5.821  0.434
C  -2.698  5.067  1.395
O  -1.332  3.513  0.238
Si  -0.309  2.636  -0.678
O  -0.230  1.117  -0.076
O  1.128  3.378  -0.636
C  2.267  3.522  -1.495
C  3.489  3.314  -0.608
C  2.258  2.494  -2.621
C  2.247  4.929  -2.075
O  -0.869  2.521  -2.201
C  -2.112  2.901  -2.818
C  -2.320  4.407  -2.695
C  -3.255  2.135  -2.159
C  -1.996  2.520  -4.286
H  -0.481  5.138  3.057
H  0.468  3.944  2.146
H  -1.062  3.461  2.896
H  -0.547  6.691  1.093
H  -1.014  6.090  -0.507
H  0.501  5.546  0.228
H  -2.716  5.917  2.079
H  -3.245  4.242  1.850
H  -3.209  5.353  0.474
H  3.381  2.370  -0.068
H  3.568  4.122  0.122
H  4.403  3.286  -1.205
H  2.327  1.490  -2.200
H  3.107  2.661  -3.286
H  1.334  2.568  -3.196
H  2.254  5.672  -1.277
H  1.342  5.072  -2.670
H  3.119  5.088  -2.711
H  -2.494  4.677  -1.655
H  -3.171  4.729  -3.297
H  -1.426  4.930  -3.043
H  -3.309  2.390  -1.097
H  -3.071  1.060  -2.244
H  -4.207  2.377  -2.635
H  -1.110  2.985  -4.723
H  -2.875  2.862  -4.834
H  -1.910  1.437  -4.393
N  1.247  -1.233  -0.354
C  2.205  -1.091  -0.964
C  3.418  -0.895  -1.691
C  4.530  -0.428  -0.989
C  5.703  -0.183  -1.680
C  5.764  -0.412  -3.049
C  4.651  -0.881  -3.740
C  3.470  -1.121  -3.065
H  4.454  -0.260  0.078
H  6.570  0.196  -1.155
H  6.687  -0.229  -3.584
H  4.710  -1.055  -4.806
H  2.588  -1.479  -3.580
O  0.054  -1.684  2.068
C  0.463  -2.653  3.023
C  -0.681  -2.954  3.987
C  -0.978  -4.079  4.696
C  -2.066  -3.897  5.600
C  -2.553  -2.631  5.578
S  -1.698  -1.646  4.472
C  0.977  -3.847  2.236
C  2.066  -3.788  1.414
C  2.351  -5.017  0.766
C  1.459  -5.988  1.094
S  0.285  -5.422  2.196
C  1.583  -2.137  3.946
C  1.541  -1.060  4.781
C  2.672  -0.971  5.637
C  3.540  -2.001  5.453
S  3.004  -3.068  4.235
H  -0.453  -5.016  4.598
H  -2.447  -4.681  6.239
H  -3.363  -2.213  6.156
H  2.656  -2.889  1.301
H  3.179  -5.167  0.086
H  1.434  -7.018  0.771
H  0.720  -0.357  4.803
H  2.812  -0.186  6.368
H  4.465  -2.195  5.973
C  1.938  1.945  3.458
C  1.182  1.070  2.517
O  -0.081  0.927  2.596
O  1.781  0.433  1.609
H  1.269  2.417  4.172
H  2.471  2.705  2.883
H  2.675  1.340  3.981

=====

Entry 2:
C52H63As3N6O5S2V | ωB97M-V/def2-TZVPD

## Properties
* multiplicity: 4
* LUMO (spin up / spin down): -0.3 / -0.4 eV
* expectation value of S²: 3.767
* total charge: 0
* highest occupied orbital energy (spin up / spin down): -6.448 / -7.476 eV

Element x y z (Å)
V  -0.256  1.332  -0.903
O  2.167  5.287  2.989
C  1.270  5.017  3.916
O  1.196  5.644  4.947
C  0.320  3.901  3.654
C  -0.607  3.516  4.590
N  -1.322  2.527  4.044
N  -0.927  2.211  2.809
C  0.080  3.035  2.547
C  0.843  2.958  1.272
O  1.724  3.801  1.059
O  0.557  2.046  0.408
H  2.073  4.679  2.199
H  -0.775  3.900  5.581
H  -2.043  1.969  4.477
C  2.490  -3.205  1.971
C  1.264  -3.416  2.850
As  0.253  -1.733  3.022
C  1.678  -0.769  3.982
C  2.515  0.053  3.227
C  3.527  0.791  3.823
C  3.735  0.705  5.191
C  2.914  -0.107  5.955
C  1.886  -0.827  5.357
C  -0.911  -2.280  4.529
C  -2.221  -1.797  4.482
C  -3.133  -2.071  5.491
C  -2.740  -2.828  6.585
C  -1.452  -3.343  6.633
C  -0.555  -3.087  5.605
As  2.109  -2.046  0.391
C  3.821  -2.525  -0.453
C  4.254  -3.818  -0.730
C  5.527  -4.047  -1.230
C  6.386  -2.981  -1.464
C  5.968  -1.687  -1.192
C  4.694  -1.464  -0.687
C  0.768  -3.204  -0.451
C  -0.296  -2.549  -1.083
C  -1.304  -3.265  -1.710
C  -1.278  -4.653  -1.695
C  -0.255  -5.315  -1.032
C  0.759  -4.595  -0.417
H  2.903  -4.166  1.653
H  3.275  -2.695  2.536
H  1.549  -3.794  3.835
H  0.598  -4.154  2.394
H  2.359  0.134  2.159
H  4.143  1.441  3.215
H  4.525  1.279  5.659
H  3.066  -0.183  7.024
H  1.241  -1.429  5.982
H  -2.513  -1.206  3.618
H  -4.148  -1.698  5.425
H  -3.438  -3.027  7.387
H  -1.150  -3.950  7.477
H  0.434  -3.528  5.649
H  3.595  -4.662  -0.567
H  5.851  -5.058  -1.445
H  7.377  -3.160  -1.862
H  6.630  -0.851  -1.379
H  4.360  -0.452  -0.478
H  -0.324  -1.455  -1.090
H  -2.108  -2.739  -2.213
H  -2.062  -5.216  -2.186
H  -0.250  -6.397  -0.988
H  1.535  -5.135  0.112
C  0.616  -3.047  -5.133
C  1.299  -1.712  -5.442
N  1.837  -1.055  -4.251
C  3.259  -1.218  -4.010
C  3.655  -2.685  -3.905
C  0.989  -0.382  -3.441
S  1.595  0.407  -2.016
N  -0.272  -0.369  -3.888
C  -1.299  0.201  -3.312
O  -1.225  0.846  -2.201
C  -2.591  0.030  -3.997
C  -2.784  -1.048  -4.866
C  -4.011  -1.248  -5.471
C  -5.061  -0.370  -5.238
C  -4.866  0.728  -4.412
C  -3.643  0.923  -3.795
H  0.012  -3.360  -5.987
H  -0.037  -2.933  -4.269
H  1.339  -3.831  -4.916
H  0.573  -1.040  -5.895
H  2.127  -1.859  -6.138
H  3.510  -0.706  -3.087
H  3.816  -0.738  -4.822
H  3.041  -3.180  -3.152
H  4.695  -2.754  -3.597
H  3.548  -3.205  -4.857
H  -1.962  -1.728  -5.044
H  -4.156  -2.096  -6.127
H  -6.026  -0.539  -5.698
H  -5.674  1.431  -4.255
H  -3.490  1.787  -3.163
S  3.323  3.394  -2.251
C  1.949  4.267  -2.027
N  0.696  3.989  -2.550
C  -0.079  5.231  -2.547
C  0.507  5.939  -1.330
N  1.876  5.457  -1.381
H  0.668  3.391  -3.361
H  -1.147  5.044  -2.463
H  0.114  5.815  -3.454
H  0.009  5.623  -0.405
H  0.466  7.024  -1.410
H  2.496  5.603  -0.603
C  -3.263  3.958  2.299
C  -3.635  2.578  1.767
As  -2.594  2.034  0.174
C  -3.163  3.496  -1.042
C  -4.663  3.727  -1.202
C  -3.789  0.560  -0.361
C  -3.580  -0.659  0.542
H  -3.756  4.155  3.252
H  -3.564  4.743  1.602
H  -2.186  4.042  2.449
H  -4.694  2.538  1.501
H  -3.457  1.819  2.530
H  -2.702  3.288  -2.010
H  -2.685  4.401  -0.655
H  -5.169  2.817  -1.528
H  -4.862  4.506  -1.940
H  -5.108  4.045  -0.259
H  -3.545  0.291  -1.385
H  -4.834  0.876  -0.330
H  -2.513  -0.866  0.666
H  -4.056  -1.541  0.113
H  -4.017  -0.492  1.528

=====

Entry 3:
C52H65BN2O2P3Ti | ωB97M-V/def2-TZVPD

## Properties
* multiplicity: 2
* LUMO (spin up / spin down): 0.7 / 0.7 eV
* expectation value of S²: 0.754
* total charge: 0
* highest occupied orbital energy (spin up / spin down): -6.589 / -7.034 eV

Element x y z (Å)
Ti  0.342  0.386  -0.619
C  1.413  3.678  -1.056
P  -0.256  2.917  -0.860
C  -1.178  3.187  -2.414
C  -0.813  4.060  -3.432
C  -1.666  4.288  -4.503
C  -2.906  3.668  -4.551
C  -3.281  2.796  -3.538
C  -2.415  2.543  -2.487
C  -1.066  4.121  0.251
C  -2.118  4.949  -0.126
C  -2.670  5.835  0.790
C  -2.184  5.898  2.087
C  -1.138  5.069  2.471
C  -0.586  4.186  1.559
C  2.473  2.618  -1.129
C  3.804  2.762  -1.447
C  4.418  1.509  -1.195
C  3.424  0.670  -0.749
C  3.517  -0.745  -0.254
P  2.034  -1.018  0.795
C  1.959  -2.814  1.089
C  0.717  -3.376  1.380
C  0.596  -4.742  1.592
C  1.714  -5.559  1.498
C  2.954  -5.006  1.205
C  3.077  -3.640  1.006
C  2.542  -0.385  2.432
C  3.344  0.749  2.545
C  3.704  1.223  3.799
C  3.267  0.576  4.946
C  2.456  -0.545  4.838
C  2.088  -1.017  3.589
N  2.217  1.334  -0.707
H  1.565  4.301  -0.169
H  1.445  4.352  -1.913
H  0.139  4.572  -3.401
H  -1.366  4.963  -5.294
H  -3.577  3.860  -5.378
H  -4.243  2.302  -3.576
H  -2.693  1.844  -1.703
H  -2.512  4.909  -1.133
H  -3.486  6.477  0.485
H  -2.620  6.588  2.797
H  -0.759  5.104  3.484
H  0.221  3.532  1.865
H  4.285  3.663  -1.794
H  5.459  1.255  -1.324
H  4.443  -0.904  0.306
H  3.483  -1.477  -1.065
H  -0.160  -2.739  1.428
H  -0.372  -5.170  1.818
H  1.622  -6.626  1.651
H  3.827  -5.641  1.134
H  4.050  -3.218  0.785
H  3.681  1.270  1.656
H  4.332  2.101  3.877
H  3.557  0.944  5.922
H  2.097  -1.046  5.727
H  1.451  -1.890  3.519
C  -2.336  -3.334  -4.124
C  -1.858  -2.410  -3.003
C  -2.963  -1.395  -2.648
C  -1.660  -3.223  -1.715
P  -0.248  -1.469  -3.373
N  0.011  -0.472  -2.189
C  1.246  -2.642  -3.513
C  2.456  -1.724  -3.755
C  1.237  -3.754  -4.571
C  1.454  -3.325  -2.155
C  -0.365  -0.483  -5.002
C  -0.003  -1.243  -6.279
C  -1.781  0.066  -5.191
C  0.573  0.729  -4.861
H  -3.344  -3.685  -3.885
H  -1.705  -4.214  -4.221
H  -2.385  -2.834  -5.090
H  -3.742  -1.928  -2.098
H  -3.432  -0.947  -3.515
H  -2.573  -0.614  -1.993
H  -2.640  -3.561  -1.371
H  -1.229  -2.599  -0.931
H  -1.046  -4.106  -1.853
H  2.486  -1.354  -4.778
H  3.373  -2.295  -3.588
H  2.459  -0.868  -3.077
H  1.407  -3.394  -5.578
H  0.321  -4.337  -4.565
H  2.056  -4.440  -4.335
H  1.190  -2.674  -1.323
H  2.507  -3.600  -2.055
H  0.881  -4.245  -2.071
H  -0.553  -2.177  -6.393
H  1.061  -1.451  -6.346
H  -0.257  -0.606  -7.131
H  -2.492  -0.715  -5.454
H  -1.760  0.783  -6.015
H  -2.129  0.591  -4.307
H  1.610  0.472  -5.068
H  0.522  1.157  -3.860
H  0.270  1.496  -5.577
C  -3.530  -0.092  6.914
C  -1.997  -0.133  6.869
C  -1.464  0.782  7.973
C  -1.517  -1.563  7.153
C  -1.510  0.284  5.481
C  -0.577  1.300  5.290
C  -0.101  1.653  4.025
C  -0.595  0.954  2.953
O  -0.303  1.067  1.623
B  -1.093  0.059  0.922
O  -1.857  -0.594  1.904
C  -1.534  -0.051  3.123
C  -2.002  -0.406  4.363
H  -3.883  -0.294  7.927
H  -3.974  -0.837  6.253
H  -3.898  0.889  6.610
H  -1.862  0.457  8.935
H  -1.769  1.818  7.814
H  -0.376  0.748  8.037
H  -1.827  -1.879  8.151
H  -0.429  -1.620  7.097
H  -1.928  -2.269  6.430
H  -0.183  1.837  6.141
H  0.656  2.416  3.903
H  -2.724  -1.205  4.456

=====

How do the records compare in DFT total energy? In the order shown, they have -140216.9167, -303999.8166, -113716.7099 eV.